{"formula": "C41H40BHfN12OP2", "method": "ωB97M-V/def2-TZVPD", "species": ["H", "H", "H", "N", "H", "H", "C", "C", "C", "H", "N", "H", "H", "C", "C", "N", "C", "H", "C", "H", "C", "H", "H", "C", "H", "C", "H", "H", "H", "P", "H", "H", "C", "H", "H", "H", "P", "C", "C", "H", "H", "H", "H", "C", "C", "C", "C", "H", "Hf", "N", "C", "H", "C", "H", "C", "C", "C", "H", "H", "C", "C", "C", "C", "C", "C", "C", "C", "C", "N", "N", "H", "C", "H", "C", "C", "H", "B", "H", "C", "C", "O", "N", "N", "H", "C", "N", "N", "C", "C", "H", "H", "N", "C", "C", "H", "H", "N", "H"], "xyz": [[-2.435256, -3.405869, 5.672081], [5.135730, 1.716689, 1.851886], [-0.081652, -4.499371, -0.058760], [-0.411197, 2.333469, 1.453937], [0.154759, 4.543150, -1.770502], [-5.325659, -3.460852, -3.463784], [2.099760, 6.135211, 0.400578], [4.835257, -0.059102, -1.751911], [-0.137557, 3.509616, -1.863203], [4.205729, -4.304258, 4.840285], [1.574244, -0.027968, -3.490379], [5.752555, -0.439416, -2.192335], [2.515093, -3.594573, -0.900652], [0.927543, -3.203725, -3.891694], [3.341232, 0.441821, 1.607434], [1.003078, 0.232833, -5.690683], [1.942988, -3.640837, -4.728126], [3.621210, -0.560304, 1.894366], [-1.444027, -3.138391, 2.383076], [5.280039, 0.407522, -4.252119], [-2.464623, -3.468065, 4.592714], [3.640371, 0.585792, -6.113396], [2.080219, 6.906605, 2.507163], [-3.577228, -4.009508, 3.948463], [1.611530, -1.236862, 3.373167], [-0.905461, 1.529444, -2.420617], [-1.366001, 4.012821, 2.290930], [-3.107766, 2.149915, 3.272648], [1.424318, -5.229670, 1.732907], [0.032367, -2.636795, 1.426428], [-1.354241, 0.670346, -2.893357], [-4.423776, -4.372557, 4.519981], [1.851465, -4.506905, 2.418378], [1.781340, -3.679795, -5.797250], [0.819439, 4.545982, 2.942684], [-4.852300, -1.416943, -2.161991], [-0.149085, -2.534337, -1.438180], [-2.243024, 1.985419, 2.653856], [1.124507, -3.190505, -2.508612], [1.216803, 0.409476, -6.659518], [3.939775, -4.412612, -4.845640], [-1.325401, 3.274039, -3.711402], [-3.536617, -5.096536, -3.917785], [1.832086, 6.144762, 1.788601], [-0.873882, 2.843309, -2.834611], [3.319391, 0.386814, -5.101539], [3.156027, -4.054120, -4.191235], [5.013865, 0.917981, -1.307023], [0.555112, -0.178242, -0.045817], [-0.246190, 1.393967, -1.254944], [2.964976, -2.674777, 4.207849], [4.486735, -0.751772, -0.993978], [2.869107, -4.899717, 3.272921], [-4.512913, -4.520405, 2.052238], [-2.577184, -3.646135, 1.744547], [-1.362866, 2.941408, 2.172391], [3.243304, 2.575401, 1.101995], [-0.531367, -2.620541, 4.303885], [2.600152, 6.886982, -0.189387], [-1.757760, -2.815767, -2.150602], [-3.317950, -4.203967, -3.347111], [2.496691, -0.077990, -2.559190], [-4.062257, -2.130064, -2.355756], [-3.630367, -4.092075, 2.511153], [3.418879, -3.987773, 4.168391], [-2.032623, -3.975753, -2.884003], [4.105709, 1.592827, 1.564130], [-2.779385, -1.898979, -1.884187], [2.082530, 0.704238, 1.222439], [3.821646, 0.046650, -2.813761], [-1.247576, -4.689916, -3.103615], [1.957509, -2.266586, 3.345490], [3.406277, 3.629276, 0.933014], [2.349213, -3.595660, -1.972485], [1.397649, -3.186251, 2.454216], [-2.576666, -1.001159, -1.305402], [0.726744, 2.907040, 0.557505], [3.228395, -5.919762, 3.250579], [4.215466, 0.294328, -4.100133], [1.951133, 0.197595, -4.764809], [2.156015, -0.281097, -1.311598], [0.250157, 2.638292, -0.923806], [2.031556, 2.041090, 0.892758], [3.398301, -1.972392, 4.907603], [3.359440, -4.030066, -2.816029], [-0.042790, -3.485251, -0.002690], [1.633940, 5.048947, -0.178448], [-4.326804, -3.281134, -3.088318], [-1.414888, -3.029889, 3.829179], [0.039706, 0.103631, -5.430876], [4.299506, -4.370665, -2.402668], [-0.653492, 0.996361, 1.421763], [-1.761710, 0.788379, 2.155615], [1.179492, 4.970548, 2.019522], [-2.159615, -0.207678, 2.274882], [-2.620245, -3.714963, 0.664771], [1.025848, 4.330300, 0.815836], [-0.019605, -2.893274, -4.315322]], "forces_ev_per_angstrom": [[0.015, 0.004, 0.000], [0.000, -0.011, 0.001], [0.042, -0.004, 0.062], [0.010, 0.039, -0.021], [-0.037, 0.007, -0.036], [-0.001, 0.004, -0.001], [-0.074, 0.054, -0.016], [-0.039, 0.012, -0.004], [0.094, -0.028, 0.073], [0.001, -0.002, -0.002], [0.020, 0.041, -0.006], [0.010, 0.027, 0.003], [-0.014, -0.001, 0.013], [0.043, -0.018, -0.012], [0.023, 0.009, -0.012], [-0.015, -0.026, 0.011], [-0.003, 0.005, 0.010], [0.016, 0.010, 0.005], [0.112, 0.070, 0.084], [-0.003, 0.002, -0.016], [0.124, 0.058, 0.002], [-0.013, -0.004, -0.006], [0.020, 0.002, -0.009], [-0.090, -0.048, -0.116], [-0.022, -0.018, -0.002], [-0.012, -0.018, -0.037], [-0.009, 0.002, 0.016], [0.002, 0.000, 0.002], [0.002, -0.010, 0.009], [-0.024, -0.056, 0.174], [-0.020, -0.009, 0.016], [0.010, 0.008, 0.021], [-0.016, -0.003, -0.008], [0.003, -0.001, -0.001], [-0.011, 0.018, 0.008], [0.002, 0.003, -0.001], [0.108, 0.043, 0.533], [-0.024, -0.028, -0.013], [-0.103, 0.004, -0.158], [0.005, 0.008, 0.001], [0.004, -0.003, 0.005], [-0.002, -0.007, -0.002], [0.011, -0.004, 0.001], [0.064, -0.065, 0.041], [0.017, -0.013, -0.014], [0.021, -0.005, 0.001], [-0.003, 0.006, -0.024], [0.000, -0.003, 0.019], [0.526, 0.371, -0.455], [0.234, 0.101, -0.033], [0.016, -0.022, 0.012], [0.010, -0.013, 0.000], [0.005, 0.007, 0.012], [0.015, 0.006, -0.023], [-0.214, -0.071, -0.007], [0.052, 0.032, -0.031], [-0.082, 0.022, -0.030], [-0.008, -0.007, 0.015], [0.005, -0.001, 0.001], [-0.024, -0.038, -0.075], [-0.031, 0.020, 0.000], [0.029, -0.183, -0.019], [-0.005, 0.013, 0.021], [0.055, 0.027, -0.029], [-0.005, 0.011, 0.001], [-0.017, -0.007, -0.011], [0.008, -0.010, -0.008], [0.022, 0.000, 0.011], [-0.086, -0.101, -0.064], [0.005, -0.019, -0.026], [-0.033, -0.006, 0.027], [0.007, 0.030, -0.017], [0.033, -0.006, 0.005], [0.009, 0.008, 0.002], [0.020, 0.022, -0.021], [0.005, 0.045, -0.010], [-0.123, -0.075, 0.064], [-0.004, -0.002, -0.003], [0.001, -0.022, 0.027], [0.013, 0.030, 0.008], [-0.339, -0.032, 0.083], [-0.239, 0.105, 0.094], [0.026, -0.055, 0.064], [-0.004, 0.002, -0.001], [0.008, 0.004, 0.021], [-0.043, -0.058, -0.227], [0.026, -0.009, -0.013], [0.001, -0.020, -0.010], [-0.007, -0.005, 0.019], [0.000, 0.011, -0.013], [0.000, -0.004, 0.003], [-0.056, -0.165, 0.063], [-0.030, -0.003, -0.023], [-0.072, 0.019, -0.018], [-0.003, 0.001, 0.016], [0.000, -0.016, -0.008], [0.022, -0.003, 0.012], [0.030, 0.014, -0.002]], "lowdin_spin": [-0.003, 0.000, 0.000, 0.000, 0.000, 0.000, 0.000, 0.000, 0.000, 0.000, 0.000, 0.000, 0.000, 0.001, 0.000, 0.000, 0.000, 0.000, 0.233, 0.000, 0.018, 0.000, 0.000, 0.267, 0.000, 0.000, 0.000, 0.000, 0.000, 0.055, 0.000, 0.010, 0.004, 0.000, 0.000, 0.000, 0.005, 0.000, 0.000, 0.000, 0.000, 0.000, 0.000, 0.000, 0.000, 0.000, 0.001, 0.000, 0.022, 0.002, 0.003, 0.000, 0.002, 0.006, 0.008, 0.000, 0.000, 0.004, 0.000, 0.001, 0.000, 0.000, 0.000, 0.183, -0.001, 0.000, 0.000, 0.000, 0.001, 0.000, 0.000, 0.000, 0.000, 0.001, 0.018, 0.000, 0.000, 0.000, 0.000, 0.000, 0.001, 0.000, 0.000, 0.000, 0.000, 0.005, 0.000, 0.000, 0.149, 0.000, 0.000, 0.001, 0.001, 0.000, 0.001, -0.003, 0.000, 0.000], "lumo_energy_ev": [-11.02, -14.42], "energy_ev": -83625.464, "de_lowest_kcal_mol": 19.0, "charge": 4, "multiplicity": 2, "homo_lumo_gap_ev": [6.61, 3.21]}